One molecule with the formula C5H5ClN4OS in a non-equilibrium geometry. Source: the Open Molecules 2025 dataset; level of theory: ωB97M-V/def2-TZVPD.

Last column: natural (NBO) charge in e.
Element x y z (Å)
Cl 1.1940 2.4713 2.6363  0.02
S 0.1166 0.0416 -1.4239  0.98
O -0.0856 -3.3887 -0.4973  -0.41
N 0.2885 -2.2363 -0.6450  0.42
N -0.2041 -1.5113 -1.6138  -0.67
N 1.1100 -1.6757 0.1642  -0.32
N -0.4461 1.1268 1.0113  -0.46
C -0.9696 0.6101 0.0244  0.25
C 1.8524 0.7807 0.6800  -0.25
C -2.4105 0.5025 -0.2543  -0.67
C 0.8402 1.3734 1.3029  0.18
C 1.5461 -0.1684 -0.3914  -0.31
H -2.9141 0.3297 0.6078  0.25
H 2.3559 -0.3707 -1.0904  0.25
H -2.5175 1.5095 -0.6781  0.25
H -2.6174 -0.2823 -0.8383  0.24
H 2.8612 0.8875 1.0057  0.25

Output
LUMO level   -0.0356 hartree
DFT total energy   -36624.8241 eV
Multiplicity   1
Energy above the lowest of the compared OMol25 structures with the same formula, charge and spin   0.0 kcal/mol


A 3-piece molecular cluster, C28H59B3O9 overall in a non-equilibrium geometry. Source: the Open Molecules 2025 dataset; level of theory: ωB97M-V/def2-TZVPD.

Last column: Mulliken charge in e.
Element x y z (Å)
O -3.7985 -2.1459 -1.0238  -0.31
O -5.0864 -0.1575 -0.3047  -0.01
O 2.8633 -3.4364 -2.4242  -0.30
O 7.9604 -1.2111 -1.7596  -0.34
O 7.5868 1.8138 -2.0510  -0.48
O 2.1760 -4.9571 0.1438  -0.49
O 10.3972 0.7273 -2.6016  -0.27
O 0.3142 -2.6461 -0.6120  -0.36
O -6.3620 -1.9997 -1.3585  -0.56
C -3.3423 4.6444 0.1172  -0.71
C -0.1423 0.2815 3.0809  -0.51
C -7.0216 0.6718 1.6139  0.84
C 11.1349 1.0928 -3.7559  -0.80
C 2.2375 -3.5826 0.5344  -0.39
C -5.6894 3.6426 2.4185  0.60
C -3.5362 -1.2412 1.5579  -0.84
C 8.6825 1.6478 -1.1464  -0.30
C 7.5028 -2.0018 -0.6784  -0.71
C 4.1748 -2.9745 -2.6991  -0.72
C 2.7988 -4.8485 -2.2549  -0.56
C 1.7610 -5.2222 -1.1993  -0.19
C 6.9037 -0.5400 -2.4413  -0.31
C 7.3989 0.7827 -3.0238  -0.44
C -7.5414 2.2067 3.8017  -0.72
C 10.0536 1.8444 -1.7888  -0.55
C 0.8714 -2.9128 0.6723  -0.27
C -4.0649 3.6928 -0.9660  -0.05
C -1.1008 -2.6902 -0.6166  -0.67
C -3.2058 4.0125 1.5955  0.06
C -5.9925 2.6353 3.6706  -0.41
C -7.9901 0.9601 2.8709  -0.76
C 0.9321 1.0047 3.2423  -0.34
C -3.0781 2.6688 -1.7304  -0.68
C -7.5463 -0.5457 0.6522  -0.89
C -4.3503 4.5463 2.6411  -0.99
C -1.4795 -0.5915 3.0151  -0.19
C -2.5848 0.0036 1.9560  0.20
B -6.3453 -0.9268 -0.3796  0.24
B -5.0324 -2.4417 -1.7244  0.42
B -4.1090 -1.2096 0.0379  0.46
H 11.2337 0.2116 -4.3910  0.23
H -2.6858 1.8846 -0.9670  -0.09
H -7.0344 1.6124 0.9539  0.16
H 0.2109 -3.5636 1.2581  0.34
H -1.4697 -3.6121 -0.1549  0.35
H 2.5215 -5.2792 -3.2244  0.38
H -3.7423 2.0638 -2.4729  0.25
H -4.4702 -1.1686 2.2558  0.41
H -3.1357 0.8397 2.5519  -0.08
H 0.7891 -4.7729 -1.4058  -0.03
H -2.0627 0.5055 1.0668  0.10
H 2.9006 -3.0187 -0.1223  0.06
H -3.1961 2.8621 1.5888  -0.25
H -8.5546 -0.3209 0.1542  0.30
H -3.0646 -2.2725 1.8030  0.39
H -5.9819 0.4165 2.0463  -0.51
H 2.7082 -3.5835 1.5227  0.43
H 6.6237 1.1593 -3.6987  0.42
H 8.5543 2.4302 -0.3914  0.40
H -1.5080 -1.8160 -0.1017  0.13
H 10.8237 1.9303 -1.0130  0.39
H 4.4918 -3.3077 -3.6908  0.41
H -4.9482 -3.1645 -2.6681  -0.14
H -1.4346 -2.6783 -1.6556  0.37
H 6.9886 -2.8924 -1.0505  0.23
H 1.6140 -6.3061 -1.2472  0.42
H 8.6131 0.6975 -0.6160  0.09
H -5.4406 2.9400 1.5253  -0.74
H -2.2724 4.8797 -0.2616  0.31
H 8.3736 -2.3113 -0.0962  0.28
H -4.9495 3.0837 -0.5619  -0.12
H -8.2655 3.0976 3.6679  0.33
H -2.2406 3.1827 -2.3236  0.40
H 1.9716 1.4868 3.1571  0.36
H 12.1299 1.4449 -3.4721  0.33
H 4.1654 -1.8842 -2.6729  0.26
H 0.9815 -1.9536 1.1916  0.21
H 6.8434 -1.4277 -0.0193  0.34
H 4.8763 -3.3278 -1.9358  0.23
H 3.7745 -5.2542 -1.9610  0.34
H -8.1286 0.0062 3.5113  0.33
H -7.6869 1.8537 4.9040  0.25
H -2.1876 4.3545 2.0358  0.44
H -5.2563 1.7465 3.6368  -0.14
H 10.0473 2.7706 -2.3760  0.35
H -9.0348 1.2215 2.4441  0.22
H -4.0331 4.4316 3.7376  0.39
H 6.5628 -1.1957 -3.2508  0.33
H -3.9064 5.6494 0.1724  0.33
H -4.5080 4.3967 -1.7834  0.31
H -4.6073 5.6289 2.3617  0.29
H -7.6539 -1.4608 1.3709  0.25
H 8.2957 0.6482 -3.6292  0.12
H 10.6054 1.8651 -4.3242  0.36
H -5.7112 3.2494 4.6219  0.53
H 6.0645 -0.3413 -1.7642  0.33
H -1.1656 -1.6557 2.6621  0.19
H -6.6223 4.2510 2.1393  0.41
H -1.9874 -0.7488 4.0500  0.36

Output
LUMO level   0.0155 hartree
DFT total energy   -50446.1904 eV
Multiplicity   1
SMILES   C#CCCCB1OBOB(CCCCCCCCCCC)O1.COCCOCCOC.COCCOCCOC
Energy above the lowest of the compared OMol25 structures with the same formula, charge and spin   213.4 kcal/mol


Number 1: orbital gap 0.3053 hartree. Number 2: orbital gap 0.3496 hartree.